No. 1
Below is a single C4H7NO molecule in a non-equilibrium geometry, with properties calculated with ωB97M-V/def2-TZVPD.

Calculated values
SMILES string = O[C@H]1C[C@H]2N[C@@H]12
Calculated total energy = -286.51933 hartree
Charge = 0
Energy relative to the best compared isomer or geometry (same formula, charge and spin) = 3.056 eV
HOMO energy = -9.25 eV
LUMO level = 1.045 eV
Multiplicity = 1

Positions of all 13 atoms, in Å:
O (0.555, -0.105, 2.056)
C (-0.130, -0.504, 0.913)
C (-1.048, 0.521, 0.186)
C (-0.331, 0.129, -1.073)
N (1.051, 0.590, -0.865)
C (0.661, -0.754, -0.386)
H (1.131, 0.617, 1.767)
H (-0.718, -1.391, 1.171)
H (-0.852, 1.555, 0.495)
H (-2.112, 0.303, 0.191)
H (-0.742, 0.047, -2.075)
H (1.290, 0.664, -1.848)
H (1.244, -1.672, -0.530)

No. 2
Below is C6H10N2O as an isolated structure in a non-equilibrium geometry, with properties calculated with ωB97M-V/def2-TZVPD.

Calculated values
Calculated total energy = -419.18663 hartree
Charge = 0
Energy relative to the best compared isomer or geometry (same formula, charge and spin) = 5.439 eV
HOMO energy = -9.14 eV
LUMO level = 0.600 eV
Multiplicity = 1

Positions of all 19 atoms, in Å:
C (1.699, -2.806, 1.974)
C (0.365, -2.369, 1.402)
C (-0.900, -2.417, 2.322)
C (-1.105, -0.924, 2.084)
N (0.097, -0.236, 2.535)
C (0.107, -0.865, 1.206)
C (0.318, -0.072, 0.008)
N (1.152, 0.626, -0.533)
H (1.896, -2.301, 2.930)
H (1.694, -3.890, 2.156)
H (2.520, -2.576, 1.280)
H (0.156, -2.891, 0.459)
H (-1.701, -3.039, 1.907)
H (-0.722, -2.688, 3.371)
H (-2.046, -0.383, 1.975)
H (-0.051, 0.772, 2.443)
O (-0.314, -0.546, -1.904)
H (-0.219, -1.500, -1.818)
H (0.713, 0.233, -1.938)

No. 3
Below is a single C3H10N2O molecule in a non-equilibrium geometry, with properties calculated with ωB97M-V/def2-TZVPD.

Calculated values
SMILES string = NC[C@@H](N)CO
Calculated total energy = -305.01824 hartree
Charge = 0
Energy relative to the best compared isomer or geometry (same formula, charge and spin) = 1.535 eV
HOMO energy = -8.60 eV
LUMO level = 1.122 eV
Multiplicity = 1

Positions of all 16 atoms, in Å:
N (-1.798, 1.074, 0.286)
C (-0.512, 0.622, 0.741)
C (0.393, 0.105, -0.417)
N (1.607, 0.873, -0.497)
C (0.674, -1.395, -0.172)
O (-0.549, -2.110, 0.129)
H (-2.648, 0.865, 0.770)
H (-1.867, 1.703, -0.484)
H (-0.595, -0.098, 1.548)
H (0.063, 1.457, 1.155)
H (-0.109, 0.143, -1.374)
H (2.300, 0.571, 0.171)
H (2.009, 1.067, -1.387)
H (1.008, -1.873, -1.083)
H (1.320, -1.460, 0.704)
H (-1.299, -1.542, -0.089)

No. 4
Below is C13H30ClO2P2Sc as an isolated structure in a non-equilibrium geometry, with properties calculated with ωB97M-V/def2-TZVPD.

Calculated values
Calculated total energy = -2566.87680 hartree
Charge = +2
Energy relative to the best compared isomer or geometry (same formula, charge and spin) = 0.000 eV
HOMO energy = -14.17 eV
LUMO level = -8.368 eV
Multiplicity = 1

Positions of all 49 atoms, in Å:
C (-1.472, -2.404, -4.564)
C (-1.333, -2.400, -3.163)
H (-2.004, -3.319, -4.908)
H (-0.469, -2.280, -5.013)
H (-2.006, -1.485, -4.852)
O (-1.345, -2.862, -2.092)
Cl (-0.350, 0.083, -2.817)
Sc (0.126, 0.274, -0.566)
P (2.188, -1.454, -0.494)
C (2.439, -2.702, 0.807)
C (2.024, -2.559, -1.928)
H (2.907, -3.202, -2.033)
H (4.655, -1.577, -0.958)
H (1.834, -1.954, -2.826)
H (3.870, -0.025, -1.430)
H (1.516, -3.284, 0.873)
H (1.159, -3.188, -1.730)
C (3.897, -0.827, -0.681)
H (3.275, -3.377, 0.575)
H (4.165, -0.351, 0.270)
H (2.620, -2.205, 1.771)
P (-2.253, 1.159, 0.042)
C (-3.178, 0.647, 1.510)
C (-2.459, 2.971, 0.099)
H (-2.882, 0.679, -2.223)
H (-4.307, 1.239, -1.238)
H (-3.665, -0.404, -1.032)
C (-3.398, 0.629, -1.255)
H (-1.939, 3.393, -0.772)
H (-3.509, 3.303, 0.127)
H (-4.186, 1.084, 1.496)
H (-2.627, 0.946, 2.412)
H (-1.923, 3.326, 0.990)
H (-3.249, -0.444, 1.464)
C (-0.626, -1.367, 0.598)
O (-1.089, -2.233, 1.233)
C (1.060, 0.879, 3.319)
C (0.600, 1.912, 2.295)
C (1.067, 3.276, 2.789)
C (1.107, 1.618, 0.871)
H (2.158, 0.831, 3.381)
H (0.677, -0.113, 3.062)
H (0.684, 1.176, 4.312)
H (-0.507, 1.935, 2.304)
H (2.160, 3.330, 2.790)
H (0.673, 4.068, 2.158)
H (0.737, 3.467, 3.809)
H (1.041, 2.539, 0.261)
H (2.138, 1.250, 0.959)

No. 5
Below is a 2-piece molecular cluster, C5H11O2 overall in a non-equilibrium geometry, with properties calculated with ωB97M-V/def2-TZVPD.

Calculated values
Calculated total energy = -347.46701 hartree
Charge = -2
Energy relative to the best compared isomer or geometry (same formula, charge and spin) = 1.018 eV
HOMO energy (alpha / beta) = 3.84 / -1.51 eV
LUMO level (alpha / beta) = 6.619 / 6.577 eV
Expectation value of S² = 0.75
Multiplicity = 2

Positions of all 18 atoms, in Å:
C (0.960, -1.352, 1.700)
C (0.548, -0.377, 2.880)
O (-0.669, -0.075, 2.956)
O (1.405, -0.023, 3.724)
H (0.391, -1.166, 0.836)
H (0.513, -2.341, 2.086)
H (1.962, -1.675, 1.555)
C (0.091, 0.839, -1.241)
C (-1.084, 0.559, -0.359)
C (-0.223, 0.601, -2.752)
H (0.553, 1.781, -0.948)
H (0.841, 0.160, -0.939)
H (-2.036, 0.771, -0.888)
H (0.657, 0.126, -3.116)
H (-0.999, -0.156, -2.748)
H (-1.007, 1.280, 0.509)
H (-1.166, -0.396, 0.070)
H (-0.734, 1.442, -3.324)

No. 6
Below is a single C5H13N3O2S molecule in a non-equilibrium geometry, with properties calculated with ωB97M-V/def2-TZVPD.

Calculated values
Calculated total energy = -911.09918 hartree
Charge = 0
Energy relative to the best compared isomer or geometry (same formula, charge and spin) = 1.673 eV
HOMO energy = -7.29 eV
LUMO level = 0.807 eV
Multiplicity = 1

Positions of all 24 atoms, in Å:
C (-1.766, 1.004, 1.701)
C (3.123, -0.987, 0.693)
C (-0.993, -0.981, -1.997)
C (-1.225, 0.922, 0.303)
C (1.003, 0.039, 0.537)
N (0.780, 1.602, -0.990)
N (0.202, 0.864, -0.074)
N (2.193, -0.203, -0.104)
O (-1.598, -1.606, 0.504)
O (-3.193, -0.456, -0.886)
S (-1.890, -0.629, -0.491)
H (-2.556, 0.271, 1.829)
H (-0.987, 0.711, 2.402)
H (-2.278, 2.017, 1.922)
H (4.015, -1.210, 0.062)
H (3.392, -0.587, 1.686)
H (2.602, -1.907, 0.884)
H (-0.077, -0.242, -1.907)
H (-0.661, -1.971, -2.107)
H (-1.591, -0.658, -2.776)
H (-1.610, 1.736, -0.402)
H (0.603, -0.666, 1.272)
H (0.024, 2.251, -1.474)
H (2.489, 0.684, -0.588)

Which formula does entry 4 have? C13H30ClO2P2Sc

charge of number 2 (C6H10N2O)? 0